(1)
# C2H6N

An isolated ion of composition C2H6N and charge +1 at a distorted geometry (ωB97M-V/def2-TZVPD, the OMol25 dataset).

Atoms and positions in Å:
1 C 0.475 -0.974 -0.718
2 N -0.401 -0.130 -0.395
3 C -0.183 0.821 0.705
4 H 1.517 -1.062 -0.410
5 H 0.368 -1.757 -1.474
6 H -1.377 -0.103 -0.675
7 H 0.826 0.763 1.106
8 H -0.903 0.594 1.489
9 H -0.322 1.848 0.373

As for the energy: -3653.4008 eV. The strongest force on any atom comes out at 2.7 eV/Å. As for the SMILES: C=[NH+]C. Its energy above the lowest of the compared OMol25 structures with the same formula, charge and spin is 7.3 kcal per mole. The spin multiplicity is 1. Its HOMO energy is -18.37 eV. As for the charge: +1. The calculation puts the frontier orbital gap at 12.8 eV.

(2)
# C2H6N

A 2-piece molecular cluster, C2H6N overall at a distorted geometry (ωB97M-V/def2-TZVPD, the OMol25 dataset).

Atoms and positions in Å:
1 C -0.239 -0.841 -0.054
2 C -0.658 0.561 0.039
3 N 0.706 0.196 -0.188
4 H -0.150 -1.365 0.934
5 H -0.486 -1.684 -0.863
6 H -1.056 1.098 -0.959
7 H -1.037 0.836 0.935
8 H 1.805 0.615 1.178
9 H 1.116 0.584 -1.022

As for the energy: -3648.8874 eV. The strongest force on any atom comes out at 6.4 eV/Å. Its energy above the lowest of the compared OMol25 structures with the same formula, charge and spin is 111.3 kcal per mole. The spin multiplicity is 1. Its HOMO energy (spin up / spin down) is -17.37 / -17.37 eV. As for the charge: +1. The calculation puts the frontier orbital gap (spin up / spin down) at 9.9 / 9.9 eV.

(3)
# C2H6N2

An isolated ion of composition C2H6N2 and charge -1 at a distorted geometry (ωB97M-V/def2-TZVPD, the OMol25 dataset).

Atoms and positions in Å:
1 C 1.190 -0.006 -0.823
2 N -1.214 0.508 0.999
3 C -0.561 -0.679 0.630
4 N 0.393 -0.961 -0.132
5 H 1.839 -0.429 -1.581
6 H 1.947 0.466 -0.157
7 H 0.625 0.824 -1.271
8 H -0.800 1.339 0.576
9 H -2.216 0.455 0.800
10 H -1.203 -1.518 0.960

As for the energy: -5149.4224 eV. The strongest force on any atom comes out at 2.4 eV/Å. Its energy above the lowest of the compared OMol25 structures with the same formula, charge and spin is 4.4 kcal per mole. The spin multiplicity is 2. Its HOMO energy (spin up / spin down) is 1.33 / -5.10 eV. As for the charge: -1. The calculation puts the frontier orbital gap (spin up / spin down) at 3.4 / 10.0 eV.

(4)
# C2H6N2

A 2-piece molecular cluster, C2H6N2 overall at a distorted geometry (ωB97M-V/def2-TZVPD, the OMol25 dataset).

Atoms and positions in Å:
1 C 0.332 0.028 0.384
2 C -1.113 0.070 -0.214
3 N 1.341 -0.727 -0.264
4 N 1.501 0.724 -0.095
5 H 0.282 0.217 1.490
6 H -1.043 0.407 -1.259
7 H -1.963 0.644 0.239
8 H -1.351 -1.020 -0.209
9 H 2.172 -1.608 0.714
10 H 1.495 1.165 -1.024

As for the energy: -5146.8466 eV. The strongest force on any atom comes out at 4.8 eV/Å. Its energy above the lowest of the compared OMol25 structures with the same formula, charge and spin is 117.0 kcal per mole. The spin multiplicity is 1. Its HOMO energy is -9.24 eV. The calculation puts the frontier orbital gap at 9.6 eV.

(5)
# C2H6N2

C2H6N2 as an isolated structure at a distorted geometry (ωB97M-V/def2-TZVPD, the OMol25 dataset).

Atoms and positions in Å:
1 C 0.367 -0.004 -0.723
2 C -0.514 0.907 -0.221
3 N -0.865 0.679 1.216
4 N 1.073 -1.101 -0.061
5 H 0.688 0.076 -1.760
6 H -0.397 1.975 -0.361
7 H -0.095 0.105 1.552
8 H -1.714 0.135 1.294
9 H -0.058 -1.081 -0.179
10 H 1.514 -1.692 -0.756

As for the energy: -5147.5139 eV. The strongest force on any atom comes out at 5.1 eV/Å. Its energy above the lowest of the compared OMol25 structures with the same formula, charge and spin is 101.6 kcal per mole. The spin multiplicity is 1. Its HOMO energy is -8.55 eV. The calculation puts the frontier orbital gap at 9.3 eV.

(6)
# C2H6N2

A 2-piece molecular cluster, C2H6N2 overall at a distorted geometry (ωB97M-V/def2-TZVPD, the OMol25 dataset).

Atoms and positions in Å:
1 C 2.374 1.457 0.061
2 N 2.020 0.249 0.110
3 H 1.591 2.196 0.227
4 H 3.397 1.838 0.026
5 H 2.740 -0.384 -0.238
6 C -2.489 -1.000 0.363
7 N -2.471 -1.741 -0.673
8 H -2.703 -1.505 1.300
9 H -2.401 0.081 0.254
10 H -2.060 -1.192 -1.431

As for the energy: -5149.3832 eV. The strongest force on any atom comes out at 1.4 eV/Å. As for the SMILES: C=N.C=N. Its energy above the lowest of the compared OMol25 structures with the same formula, charge and spin is 58.5 kcal per mole. The spin multiplicity is 1. Its HOMO energy is -9.97 eV. The calculation puts the frontier orbital gap at 11.0 eV.

(7)
# C2H6N2O

One molecule with the formula C2H6N2O at a distorted geometry (ωB97M-V/def2-TZVPD, the OMol25 dataset).

Atoms and positions in Å:
1 N -0.068 -1.267 1.298
2 C 0.246 -0.745 -0.070
3 N 0.413 0.660 -0.187
4 C -0.479 1.304 -0.941
5 O -1.424 0.735 -1.399
6 H 0.689 -1.277 1.867
7 H -0.808 -0.640 1.575
8 H 1.038 -1.249 -0.711
9 H -0.635 -0.996 -0.618
10 H 1.202 1.054 0.342
11 H -0.174 2.422 -1.157

As for the energy: -7198.3605 eV. The strongest force on any atom comes out at 4.3 eV/Å. As for the SMILES: NCNC=O. Its energy above the lowest of the compared OMol25 structures with the same formula, charge and spin is 32.9 kcal per mole. The spin multiplicity is 1. Its HOMO energy is -9.45 eV. The calculation puts the frontier orbital gap at 10.3 eV.

(8)
# C2H6N2O

C2H6N2O as an isolated structure at a distorted geometry (ωB97M-V/def2-TZVPD, the OMol25 dataset).

Atoms and positions in Å:
1 C 0.308 0.129 -0.152
2 C -0.062 -1.104 -0.920
3 O 1.669 0.338 -0.091
4 N -0.485 1.187 -0.256
5 N -1.260 1.890 0.227
6 H 1.864 1.174 0.347
7 H -0.546 0.005 2.022
8 H -1.058 0.626 2.160
9 H 0.362 -1.087 -1.925
10 H -1.142 -1.187 -1.004
11 H 0.350 -1.972 -0.407

As for the energy: -7195.3850 eV. The strongest force on any atom comes out at 1.8 eV/Å. Its energy above the lowest of the compared OMol25 structures with the same formula, charge and spin is 101.5 kcal per mole. The spin multiplicity is 1. Its HOMO energy is -7.77 eV. The calculation puts the frontier orbital gap at 8.4 eV.

(9)
# C2H6N2O

One molecule with the formula C2H6N2O at a distorted geometry (ωB97M-V/def2-TZVPD, the OMol25 dataset).

Atoms and positions in Å:
1 C 1.373 0.477 -0.172
2 N 0.824 -0.921 -0.129
3 C -0.497 -1.083 -0.064
4 N -1.488 -0.259 -0.294
5 O -1.186 1.014 -0.136
6 H 0.724 1.476 -0.481
7 H 2.329 -0.021 -0.756
8 H 1.951 0.857 0.817
9 H -1.086 -1.911 0.351
10 H -2.352 -0.643 0.031
11 H -0.592 1.014 0.832

As for the energy: -7193.4033 eV. The strongest force on any atom comes out at 5.5 eV/Å. As for the SMILES: C/N=C\NO. Its energy above the lowest of the compared OMol25 structures with the same formula, charge and spin is 147.2 kcal per mole. The spin multiplicity is 1. Its HOMO energy is -8.70 eV. The calculation puts the frontier orbital gap at 9.1 eV.

(10)
# C2H6N2O

One molecule with the formula C2H6N2O at a distorted geometry (ωB97M-V/def2-TZVPD, the OMol25 dataset).

Atoms and positions in Å:
1 N 0.359 1.281 -1.253
2 C 0.846 0.402 -0.052
3 C -0.210 -0.108 0.920
4 N -1.012 -1.122 0.424
5 O -0.585 0.567 1.921
6 H 0.816 0.736 -2.010
7 H -0.627 1.046 -1.525
8 H 1.387 1.059 0.713
9 H 1.342 -0.535 -0.264
10 H -0.610 -2.015 0.025
11 H -1.705 -1.312 1.102

As for the energy: -7198.2207 eV. The strongest force on any atom comes out at 4.1 eV/Å. As for the SMILES: NCC(N)=O. Its energy above the lowest of the compared OMol25 structures with the same formula, charge and spin is 36.1 kcal per mole. The spin multiplicity is 1. Its HOMO energy is -9.93 eV. The calculation puts the frontier orbital gap at 10.6 eV.